(1)
A structure of composition BCdH12O8P. Source: the OMol25 dataset; level of theory: ωB97M-V with the def2-TZVPD basis set.

XYZ file:
```
23
Properties=species:S:1:pos:R:3:forces:R:3:mulliken_charge:R:1
Cd 0.1705 -0.0871 -0.4066 -0.8883 0.6610 -1.6385 0.93
P 1.2936 -1.4955 1.5691 2.0390 -2.8548 1.5172 1.02
O 1.7374 -1.1724 3.0047 -0.7345 1.3936 -0.4723 -0.89
O 1.5908 -2.9978 1.3716 -0.2773 0.4602 -1.0464 -0.91
O 1.9912 -0.6184 0.4211 1.1873 -0.1139 0.7487 -0.80
O -0.2287 -1.2032 1.2477 -1.0188 -0.8096 1.9265 -0.79
B -2.0985 0.2670 -1.3928 -1.0224 0.2575 -0.4048 0.23
H -2.6833 -0.0980 -2.3803 0.0360 -0.1724 -0.5705 -0.23
H -2.8258 0.9975 -0.7778 -0.2039 0.1487 0.4789 -0.31
H -1.7378 -0.6747 -0.7898 -0.5474 -1.0266 0.5733 -0.10
H -1.1416 0.9016 -1.6697 0.7300 0.9664 -0.8678 -0.23
O -1.2093 0.3083 3.1484 -0.5994 0.4013 0.2024 -0.80
H -0.4916 0.0448 3.7373 0.3234 -0.0538 -0.2453 0.31
H -1.0455 -0.3079 2.3776 0.4538 -0.2406 -0.0254 0.42
O 0.7880 -1.4960 -2.0127 0.4385 -0.8931 -1.4373 -0.41
H 0.6901 -1.5233 -2.9675 -0.1844 -0.0085 -0.0296 0.20
H 1.3640 -2.2307 -1.7641 0.0453 0.1225 0.5878 0.29
O -0.1976 1.6845 0.7982 -0.4689 2.1461 0.5596 -0.39
H 0.4266 2.3981 0.9440 0.2139 -0.1676 0.1627 0.19
H -0.8183 1.7061 1.5440 0.1600 -0.5842 0.2682 0.25
O 1.2856 1.5864 -1.8145 0.3693 0.5356 -0.4747 -0.46
H 1.0094 2.5007 -1.9223 -0.2004 -0.0032 -0.0013 0.25
H 2.1309 1.5101 -2.2656 0.1492 -0.1649 0.1885 0.24
```
Positions in Å, forces in eV/Å.

The total charge is -2. Its molar mass is 294.3 g/mol. The calculated total energy is -31105.6228 eV. As for the multiplicity: 1. For the orbital gap, the calculation gives 3.96 eV.

***

(2)
A structure of composition BClH4V2. Source: the OMol25 dataset; level of theory: ωB97M-V with the def2-TZVPD basis set.

XYZ file:
```
8
Properties=species:S:1:pos:R:3:forces:R:3:mulliken_charge:R:1
V -18.9917 -1.8492 27.8859 -0.6862 0.3063 0.4283 0.79
V -22.0985 -0.5832 31.3078 3.0236 -0.0852 -0.8608 0.88
B -19.8395 -0.5827 32.3141 0.3821 0.4543 0.0856 0.13
H -19.6137 0.1154 33.1053 0.3764 2.9066 2.5753 -0.11
H -19.0224 -1.2861 32.3538 2.5248 -2.8425 -0.5028 -0.12
H -20.7348 -1.0793 32.6548 -4.6034 -2.6516 1.5463 -0.09
H -19.9525 -0.0969 31.3573 -0.8843 2.0541 -4.1574 -0.03
Cl -21.3457 -0.9223 28.8398 -0.1329 -0.1421 0.8855 -0.46
```
Positions in Å, forces in eV/Å.

The total charge is +1. Its molar mass is 152.2 g/mol. Its expectation value of S² is 15.760. The calculated total energy is -64625.5298 eV. As for the multiplicity: 8. For the orbital gap (alpha / beta), the calculation gives 6.04 / 8.39 eV.